117
Properties=species:S:1:pos:R:3:forces:R:3 method="wB97M-V/def2-TZVPD" relative_energy_ev=0.3606 total_energy_ev=-94160.3427 homo_ev="-8.6 / -10.0" max_force_ev_per_a=3.354 multiplicity=5 charge=+1
H -1.82818 -3.56168 -2.78041 -0.6 -0.1 0.5
C 4.22673 3.67134 -0.39322 1.5 -0.2 -1.8
C 1.99287 2.70501 -1.24704 0.6 0.6 1.2
H 4.25185 -1.88909 0.92069 -0.4 -1.2 -0.6
H -5.48362 5.69095 -1.01495 -0.2 0.3 -0.4
H 1.20185 -0.39122 -6.60989 0.2 0.3 0.1
H -2.02155 -3.91728 -1.02820 0.6 0.1 0.4
C 4.02752 1.22412 -1.00849 -0.3 -0.8 -0.2
H 2.52854 1.18917 6.16814 -0.1 -0.1 -0.6
H 2.07131 0.90255 3.64230 0.3 0.1 0.0
C -2.20563 -2.10179 3.06317 -0.4 -0.7 1.2
C -2.91363 -0.91346 4.88431 0.1 2.9 -0.6
N -2.52117 -2.05082 4.35401 0.2 -1.3 -1.4
O -1.67276 -1.20010 1.03103 -1.1 1.2 1.8
I -1.94139 2.08210 -2.39055 -0.7 1.8 -1.0
C -1.88296 -3.45870 2.48112 -1.2 1.0 0.5
H -3.11488 -0.85256 5.94278 -0.1 -0.4 0.2
H -2.71007 -4.99548 -2.19249 -0.3 0.6 0.0
H 3.51412 3.66702 -2.45314 -0.2 -0.1 0.4
H 2.13776 -2.85505 -2.48006 0.4 -0.5 0.3
C 5.34280 0.03013 4.46705 -1.5 1.6 1.1
C -3.09307 3.31268 -1.06142 -0.1 -0.6 0.3
H 1.23244 2.81932 -1.97317 -0.8 0.1 -1.1
C 0.56933 0.28808 -6.02738 -1.7 0.5 -0.2
C 2.97370 -2.22379 -2.13721 0.2 0.0 -0.7
H 4.11068 4.39945 0.38302 -0.1 0.2 0.7
H -5.60112 -2.76280 0.05642 -0.2 0.7 -0.2
O -2.26587 2.60926 4.76586 -0.7 -1.5 -0.6
C -6.01593 -1.86722 -0.44996 -0.7 -0.4 0.3
C 1.34363 1.36072 -5.26451 0.9 1.2 -2.3
C -2.16491 -0.94942 2.22643 1.5 -0.8 -0.9
H 5.42631 1.99960 0.45433 0.0 0.2 0.0
H 1.32875 -1.86389 -4.42065 0.1 0.4 0.2
H 2.68615 4.79637 -1.45719 -0.6 0.5 0.2
Cl 6.59760 -0.21824 8.20759 0.3 0.2 0.2
H 5.19477 3.92495 -0.92638 -1.0 0.1 0.6
C -5.29501 0.07441 -1.79585 0.5 0.0 -0.6
H 3.45889 0.47588 2.49868 0.1 0.0 0.0
H -2.68456 3.39086 5.09928 -0.1 0.8 0.3
H 4.20385 0.17393 -0.71283 -0.1 0.6 0.2
H -3.31534 2.17322 2.62690 0.0 0.6 0.6
H 5.15015 -2.52160 -1.75779 0.1 0.5 0.2
C -4.96256 -3.76231 -2.51081 1.4 0.3 -0.5
H 1.95056 -1.14952 0.97393 0.2 -0.5 -0.4
N 2.43557 -1.34361 -1.05509 0.0 1.1 -2.0
H 0.05677 -1.57202 -3.22260 0.3 -0.2 0.2
C 4.22605 -3.08054 -1.76839 -1.8 0.2 0.9
H -1.13039 -0.01918 -4.70979 0.1 0.5 0.7
C -4.56800 4.91547 0.71937 0.3 0.0 0.3
H 1.32493 -2.58316 0.17290 -0.2 -0.6 0.2
H 4.37084 -3.87584 -2.49424 -0.2 0.0 -0.3
C 3.90764 -3.73955 -0.40855 -0.7 0.9 -0.8
C 3.51828 -2.72401 0.67895 -0.9 1.7 -0.7
C 0.70584 -1.07591 -3.95162 -1.7 -0.5 -0.1
H 1.96852 1.91188 -6.04792 -0.5 -0.6 1.1
H 3.04679 -4.40868 -0.61204 0.3 0.2 0.4
H 4.72575 -4.35717 -0.17291 1.0 -0.8 0.8
H -4.30932 1.91560 4.71824 1.2 -0.2 0.2
C 2.23991 0.79353 -4.21448 0.0 -0.1 0.9
C 2.20056 -1.95090 0.24478 1.1 0.1 0.5
H 2.73045 1.57344 -3.63013 0.0 -0.1 -0.1
C 3.50075 0.77247 5.91794 0.7 0.8 0.2
N -2.59533 1.80742 0.79406 1.1 -1.5 2.0
H 1.45245 2.90727 -0.29499 0.5 -0.4 -0.1
H -5.57536 -4.27372 -1.78637 -0.3 -0.3 0.0
C -3.66094 3.97742 1.18421 -0.7 -0.9 0.6
H -3.24127 1.35381 6.07372 -0.2 -0.3 -0.9
H -2.53805 -3.67240 1.65664 -0.4 0.0 -0.6
H -1.90149 -1.78541 -1.82701 -0.1 0.4 0.0
H 3.30119 -3.20224 1.60927 -0.1 -0.5 0.7
C 4.36565 0.73197 6.98639 0.7 -0.6 -0.7
H -5.15701 5.51596 1.44980 0.6 -0.4 -0.9
H -3.63297 3.81558 2.28220 0.3 0.3 -1.0
H 0.73108 2.15149 -4.84131 -0.6 -0.1 0.1
H -6.43559 -1.15890 0.31652 0.6 -0.6 -0.7
C 6.19574 0.01450 5.53574 0.0 -1.4 0.7
H -5.24009 0.78683 -0.98111 -0.3 0.5 0.0
C 4.42538 2.22982 0.09306 -1.2 -0.6 -0.8
H 7.21752 -0.38515 5.39267 -0.7 0.4 0.3
H -0.17301 0.75695 -6.72983 0.9 -0.3 0.4
H -2.05281 -4.19895 3.21804 -0.2 -0.7 0.9
H -4.55297 0.37120 -2.57636 -0.6 -0.4 0.7
C -4.73880 5.01505 -0.65452 0.0 0.2 -0.3
P 1.52900 0.01936 -1.58054 3.2 -0.2 -0.9
N 2.55226 1.33073 -1.32115 0.3 0.4 0.5
C -3.26039 1.55351 4.97490 -0.4 0.6 0.2
N -4.99903 -1.24132 -1.26805 0.7 -0.5 0.3
H 3.69712 1.98298 0.84892 0.0 0.2 0.8
H -4.02961 4.36173 -2.58997 -0.3 0.5 -1.4
Pt -1.62561 0.43830 -0.41760 -0.7 -0.8 1.1
H 3.19769 -1.64458 -3.05405 0.0 0.1 0.8
H -0.90464 -3.56834 2.13201 1.7 0.1 -0.6
H 4.05345 1.16925 7.91134 -0.1 -0.4 0.6
C 3.95162 0.50696 4.57651 1.4 -1.1 1.4
H -0.70022 -1.38557 -5.56256 0.2 -0.4 -0.2
C -2.52332 0.30722 2.82630 0.2 -1.3 -1.3
H 4.65570 1.32290 -1.90797 -0.3 0.4 -0.1
H -4.54693 -4.47901 -3.26687 -0.7 0.6 0.7
H -6.29624 0.03334 -2.26215 0.4 0.2 0.3
H -5.53847 -2.97386 -3.01610 0.2 -0.3 0.1
C -3.77998 -1.82924 -1.43864 1.7 -0.3 -1.9
C -3.96464 4.27822 -1.55050 0.3 -0.3 1.7
H 3.01429 0.23111 -4.73032 0.3 -0.5 0.2
C -3.06612 3.02939 0.30665 -0.6 1.1 0.8
C 5.67419 0.20626 6.83067 -0.5 0.8 -0.6
C -2.94841 0.29779 4.16473 0.5 -0.7 2.3
H -6.85355 -2.20224 -1.09148 0.2 0.1 0.4
C -0.24513 -0.54529 -5.04679 0.7 -0.5 -0.3
C -2.71891 1.47662 2.09300 -1.2 1.5 -2.3
H 5.76139 -0.24616 3.55301 0.3 -0.3 -1.6
N 0.19745 0.03428 -0.79705 0.5 -0.4 0.2
C 3.12528 0.65546 3.51267 -0.9 -0.1 -1.0
C 3.08500 3.80375 -1.43901 0.6 -1.9 -0.4
C -2.52068 -3.93112 -1.98087 0.0 0.1 -0.1
N 1.45273 -0.04491 -3.28030 0.4 0.4 0.4
N -3.77044 -3.17016 -1.83361 -0.6 0.3 0.0
N -2.62710 -1.14274 -1.51381 -1.4 -1.5 -0.2

113
Properties=species:S:1:pos:R:3:forces:R:3 method="wB97M-V/def2-TZVPD" relative_energy_ev=0.0452 total_energy_ev=-104461.9755 homo_ev="-9.0 / -9.5" max_force_ev_per_a=0.293 multiplicity=2 charge=+1
H 1.33963 -2.38419 -4.31596 0.0 0.0 0.0
H 5.46718 -1.65584 4.93237 0.0 0.0 0.0
C 2.82284 -0.95422 -3.61759 0.0 0.0 0.0
H 1.34187 -6.07919 1.32400 0.0 0.0 0.0
H -4.61200 2.03331 -1.61581 0.0 0.0 0.0
C 0.14643 3.30669 -4.33367 0.0 0.0 0.0
H 1.61103 0.90939 3.34517 0.1 0.0 0.0
C -2.85411 2.66567 5.00412 0.0 0.0 0.0
C 1.79887 0.06435 -3.11875 0.0 0.0 0.0
C 1.38617 1.14337 -3.86905 0.0 0.0 0.0
H -4.51256 4.69732 1.79103 0.0 0.0 0.0
C -3.26802 2.41832 0.81867 0.0 0.0 0.0
C 1.43621 4.08629 -4.62552 0.0 0.0 0.0
H -1.54638 -4.77197 -1.13235 0.0 0.0 0.0
I -0.03142 -4.82576 4.25548 0.0 0.0 0.0
H 4.52201 0.03830 -2.69516 0.0 0.0 0.0
H -0.63035 -2.30467 -1.91817 0.0 0.0 0.0
H 2.48290 1.34758 5.67863 0.0 0.0 0.0
H 1.66212 -4.75754 -1.19057 0.0 0.0 0.0
C 2.47712 0.42279 3.77270 -0.1 0.0 0.0
C -2.65748 -2.94755 -1.47278 0.0 -0.1 0.0
H -5.79671 1.37785 0.54591 0.0 0.0 0.0
I -0.26978 -2.23319 3.62006 0.0 0.0 0.1
H 4.49731 -1.88517 2.61739 0.0 0.0 0.0
H -0.76286 2.73571 -1.78596 0.0 0.0 0.0
Sc 0.75691 -1.11541 0.86745 -0.2 0.1 -0.1
C -1.37479 0.70026 5.08587 0.0 0.0 0.0
C 4.10874 -1.21183 3.36581 0.0 0.0 0.0
H -1.36211 2.21979 -5.46530 0.0 0.0 0.0
H -2.59142 2.80985 6.05291 0.0 0.0 0.0
C -1.68660 1.97110 4.29393 0.1 0.0 0.0
C -5.76503 2.42785 0.84405 0.0 0.0 0.0
C 1.23964 -0.06370 -1.82598 0.0 0.1 0.0
H -0.72048 3.88662 3.93551 0.0 0.0 0.0
O 2.60405 -0.65755 1.73836 0.1 -0.1 -0.1
H 1.87187 4.47199 -3.70194 0.0 0.0 0.0
H 3.90991 -6.61038 -0.26052 0.0 0.0 0.0
H 2.18458 3.46416 -5.11858 0.0 0.0 0.0
H -5.39249 5.09878 0.31776 0.0 0.0 0.0
C 3.29738 -0.63849 -5.03764 0.0 0.0 0.0
H -3.06795 3.65127 4.58946 0.0 0.0 0.0
C 4.04930 -0.94579 -2.69218 0.0 0.0 0.0
H 0.37375 2.52091 3.79461 0.0 0.0 0.0
H -3.11295 -4.76275 -0.31596 0.0 0.0 0.0
H -3.73152 3.57086 -1.70694 0.0 0.0 0.0
C -4.50763 4.58995 0.70552 0.0 0.0 0.0
H -3.62247 5.09913 0.31926 0.0 0.0 0.0
C -4.58220 3.06142 -1.24779 0.0 0.0 0.0
C -1.61893 -3.47638 0.59655 0.0 0.0 0.0
H 4.19755 -5.09059 1.84664 0.0 0.0 0.0
C 2.96387 0.61268 5.04937 0.0 0.0 0.0
H -3.56685 -2.47802 -1.09375 0.0 0.0 0.0
H 2.92896 -3.08509 -3.99721 0.0 0.0 0.0
H 1.79862 1.26999 -4.85931 0.0 0.0 0.0
H 2.72381 -4.54905 2.69585 0.0 0.0 0.0
H -2.34380 -3.24315 1.37668 0.0 0.0 0.0
C -1.11508 0.98137 1.96160 0.0 0.0 0.0
H 2.28634 -7.05706 -0.76411 0.0 0.0 0.0
C -0.47232 2.91341 4.36281 0.0 0.1 0.0
H -1.70238 -0.97481 -1.42300 0.0 0.0 0.0
C -4.51485 3.11562 0.27858 0.0 0.0 0.0
H -0.48997 4.69792 -2.77493 0.0 0.0 0.0
H -3.72746 2.91803 2.82847 0.0 0.0 0.0
C 0.24702 0.87410 -1.36930 0.0 -0.1 0.0
H -1.35325 0.92625 6.15400 0.0 0.0 0.0
C -2.26691 -4.14264 -0.60566 0.0 0.0 0.0
S 2.84153 -3.68519 0.49616 0.1 0.0 0.0
H -3.76468 2.06416 4.96605 0.0 0.0 0.0
C 0.46337 2.12829 -3.41715 0.0 0.0 -0.1
H 1.86317 -2.65314 -2.64341 0.0 0.0 0.0
C -1.47372 -2.02677 -1.28069 0.0 0.0 0.0
C 4.62085 -1.05595 4.63176 0.0 0.0 0.1
C 3.11705 -4.94907 1.76158 0.0 0.0 -0.1
C 2.19626 -2.35777 -3.63836 0.0 0.0 0.0
H -0.80023 -4.05391 1.02219 0.0 0.0 0.0
O 1.41373 -3.22021 0.75646 0.0 0.1 0.1
H -0.68033 3.61559 -6.31201 0.0 0.0 0.0
H -5.48941 3.56114 -1.59012 0.0 0.0 0.0
H -2.43690 1.84190 -1.06900 0.0 0.0 0.0
C -1.97109 1.72311 2.80465 0.0 0.0 0.1
H -6.66723 2.91721 0.47136 0.0 0.0 0.0
C 2.86030 -6.31450 -0.21109 0.0 0.0 0.0
C -0.86511 4.26498 -3.70455 0.0 0.0 0.0
C -2.32378 1.83294 0.00463 0.0 0.0 -0.1
H 2.47310 -0.64618 -5.75349 0.0 0.0 0.0
C 2.67712 -4.92693 -0.82807 0.0 0.0 0.0
N -0.20901 0.55741 -0.14770 0.1 0.0 0.0
C 4.04403 -0.13064 5.49259 0.0 0.0 0.0
H 1.22217 4.93157 -5.28233 0.0 0.0 0.0
H 4.78523 -1.67293 -3.04572 0.0 0.0 0.0
C -0.09494 1.98680 -2.17953 0.0 0.0 0.1
H -1.81528 3.76642 -3.49865 0.0 0.0 0.0
O -1.07985 -2.21661 0.10759 0.1 0.1 0.0
H -5.78806 2.46901 1.93397 0.0 0.0 0.0
H 4.43649 0.00849 6.48997 0.0 0.0 0.0
H -0.40392 0.29035 4.81627 0.0 0.0 0.0
H -2.13618 -0.06511 4.92287 0.0 0.0 0.0
C -1.22637 1.17039 0.56484 0.0 -0.1 -0.1
O 1.56693 -1.01917 -0.99171 0.0 -0.1 0.0
H -1.06498 5.08589 -4.39420 0.0 0.0 0.0
O -0.14986 0.13460 2.37410 0.0 -0.1 -0.1
C 2.42425 -6.20281 1.24704 0.0 0.0 0.0
C -0.44363 2.78059 -5.64988 0.0 0.0 0.0
H -2.81056 -3.20527 -2.51919 0.0 0.0 0.0
C -3.03113 2.38683 2.19652 0.0 0.0 0.0
H 3.79727 0.33047 -5.09209 0.0 0.0 0.0
H 2.70400 -7.07841 1.83208 0.0 0.0 0.0
H 3.77640 -1.19244 -1.66757 0.0 0.0 0.0
H -0.15948 3.06486 5.39972 0.0 0.0 0.0
H 0.25198 2.12692 -6.17761 0.0 0.0 0.0
H 4.01638 -1.39678 -5.35204 0.0 0.0 0.0
N 3.05424 -0.47859 2.96540 0.0 -0.1 0.1
H 3.37697 -4.68980 -1.62682 0.0 0.0 0.0